(1)
{"formula": "C27H31GaN5O5PS3", "method": "ωB97M-V with the def2-TZVPD basis set", "elements": ["Ga", "N", "C", "C", "C", "C", "C", "C", "S", "O", "O", "N", "C", "N", "C", "C", "C", "N", "H", "H", "H", "H", "H", "H", "H", "H", "H", "C", "C", "O", "P", "S", "S", "O", "C", "C", "H", "H", "H", "H", "H", "H", "H", "H", "H", "H", "C", "C", "C", "O", "C", "H", "H", "H", "H", "H", "H", "H", "H", "N", "C", "C", "C", "C", "C", "C", "C", "C", "C", "H", "H", "H", "H"], "xyz": [[0.2547, 0.3302, -0.6541], [-6.7358, -3.7022, 1.7187], [-5.6856, -3.1984, 0.9734], [-5.3586, -1.8424, 1.0493], [-4.3936, -1.3104, 0.2171], [-3.7484, -2.1221, -0.6970], [-4.0430, -3.4705, -0.7744], [-5.0027, -4.0085, 0.0622], [-2.5556, -1.3438, -1.7799], [-2.2906, -2.2040, -2.9037], [-3.0354, -0.0199, -2.0744], [-1.2022, -1.1568, -0.8680], [-0.4527, -2.2445, -0.7126], [0.8630, -1.9990, -0.5495], [1.6657, -3.0500, -0.4689], [1.1827, -4.3467, -0.5285], [-0.1962, -4.4875, -0.5897], [-1.0132, -3.4520, -0.6820], [-7.0349, -3.1359, 2.4956], [-6.7494, -4.6951, 1.8830], [-5.8777, -1.2088, 1.7539], [-4.1415, -0.2612, 0.2301], [-3.5245, -4.0697, -1.5056], [-5.2470, -5.0599, 0.0052], [2.7202, -2.8408, -0.3307], [1.8365, -5.2017, -0.4967], [-0.6765, -5.4587, -0.5428], [-2.9417, 4.8489, 0.7614], [-2.2941, 4.8128, -0.6088], [-0.8777, 4.8177, -0.4738], [0.0303, 3.4860, -0.3876], [1.7763, 4.0975, 0.2204], [-1.1114, 2.0352, 0.4684], [0.0729, 2.9211, -1.9256], [0.5846, 3.8064, -2.9114], [-0.5267, 4.5464, -3.6436], [-4.0177, 4.9477, 0.6655], [-2.5409, 5.6849, 1.3267], [-2.7038, 3.9278, 1.2845], [-2.5276, 5.7206, -1.1761], [-2.6187, 3.9318, -1.1694], [1.1561, 3.1915, -3.6115], [1.2647, 4.5205, -2.4249], [-1.2852, 3.8429, -3.9829], [-0.1012, 5.0536, -4.5055], [-0.9882, 5.2841, -2.9920], [-0.4790, -1.6145, 3.4730], [0.9894, -1.9294, 3.1664], [1.4203, -0.7040, 2.3652], [0.2839, -0.3707, 1.5942], [-0.8701, -0.6009, 2.3832], [-0.5771, -1.1629, 4.4597], [-1.1059, -2.5041, 3.4335], [1.0592, -2.8156, 2.5365], [1.5922, -2.0747, 4.0620], [2.2381, -0.8824, 1.6685], [1.6828, 0.1282, 3.0318], [-1.6481, -0.9762, 1.7164], [-1.2085, 0.3482, 2.8155], [10.1077, 0.4964, 0.0635], [8.9755, 0.5780, -0.1442], [7.5931, 0.6416, -0.3451], [6.8686, -0.5366, -0.5976], [5.5058, -0.4974, -0.7254], [4.8040, 0.7197, -0.6093], [5.5353, 1.9020, -0.3846], [6.8987, 1.8615, -0.2506], [3.4027, 0.7134, -0.6142], [2.2191, 0.6432, -0.3057], [7.4035, -1.4728, -0.6751], [4.9464, -1.4047, -0.9090], [4.9954, 2.8335, -0.2962], [7.4596, 2.7639, -0.0534]], "gap_ev": [4.585, 7.720], "largest_force_ev_per_a": 1.55, "homo_energy_ha": [-0.0847, -0.1999], "e_above_lowest_kcal_mol": 33.83, "total_charge": -1, "s2": 0.762, "multiplicity": 2}

=====

(2)
{"formula": "C4H10O", "method": "ωB97M-V with the def2-TZVPD basis set", "elements": ["C", "O", "C", "C", "C", "H", "H", "H", "H", "H", "H", "H", "H", "H", "H"], "xyz": [[1.8074, 1.2226, 0.7995], [-0.3407, -1.6676, -1.8782], [0.8118, 0.6092, 0.0286], [-0.7104, -0.1008, 0.7230], [-1.8302, -0.3802, 0.0153], [2.5832, 0.6941, 1.3412], [2.0898, 2.2440, 0.5668], [0.3769, -1.1273, -2.2261], [1.3724, -0.3246, 0.2032], [0.5410, 0.9011, -0.9646], [-0.7993, 0.6759, 1.4787], [-0.3747, -0.8874, 1.3969], [-2.3994, -1.2938, 0.0353], [-2.3863, 0.4846, -0.3204], [-0.7415, -1.0497, -1.1992]], "gap_ev": 6.421, "largest_force_ev_per_a": 5.11, "homo_energy_ha": -0.2745, "e_above_lowest_kcal_mol": 143.53}

=====

(3)
{"formula": "C18H14BrCl2N3O4Pt", "method": "ωB97M-V with the def2-TZVPD basis set", "elements": ["Pt", "C", "C", "C", "C", "N", "C", "C", "C", "C", "C", "C", "N", "H", "H", "H", "H", "H", "H", "H", "H", "O", "N", "O", "Cl", "C", "Cl", "H", "H", "Br", "C", "C", "C", "C", "C", "C", "C", "O", "O", "H", "H", "H", "H"], "xyz": [[0.2946, 0.1034, -0.9602], [4.3241, 1.5843, -1.1236], [5.0472, 0.4056, -1.0962], [4.3653, -0.7949, -1.0376], [2.9807, -0.8088, -1.0386], [2.2836, 0.3543, -1.0726], [2.9434, 1.5148, -1.1048], [2.1605, -2.0244, -1.0074], [2.6587, -3.3164, -1.0200], [1.7896, -4.3915, -1.0412], [0.4274, -4.1457, -1.0492], [-0.0178, -2.8390, -1.0156], [0.8280, -1.8034, -0.9826], [4.8119, 2.5468, -1.1589], [6.1283, 0.4218, -1.1153], [4.9023, -1.7299, -0.9728], [2.3309, 2.4092, -1.1157], [3.7273, -3.4737, -1.0176], [2.1667, -5.4048, -1.0466], [-0.2915, -4.9501, -1.0918], [-1.0747, -2.6034, -1.0222], [-0.2562, 4.1185, -0.8470], [0.3747, 3.1062, -0.9359], [-0.3147, 2.0158, -0.9434], [-5.0650, 2.1019, -0.3916], [-3.6764, 2.8877, -1.1696], [-2.9125, 1.8429, -2.3630], [-2.9465, 3.1227, -0.4025], [-4.0319, 3.7819, -1.6660], [-2.6102, 2.3730, 5.3996], [-2.4995, 1.3768, 3.7871], [-1.3221, 1.3939, 3.0627], [-1.2569, 0.6973, 1.8639], [-2.3511, -0.0188, 1.3963], [-3.5051, -0.0626, 2.1759], [-3.5905, 0.6328, 3.3697], [-2.3952, -0.8002, 0.0985], [-3.2072, -1.7018, -0.0084], [-1.6173, -0.4750, -0.8969], [-0.4617, 1.9305, 3.4372], [-0.3229, 0.7032, 1.3172], [-4.3323, -0.6679, 1.8337], [-4.4861, 0.5869, 3.9730]], "gap_ev": 7.077, "largest_force_ev_per_a": 1.58, "homo_energy_ha": -0.3178, "e_above_lowest_kcal_mol": 0.00}

=====

(4)
{"formula": "C10H40N20O10", "method": "ωB97M-V with the def2-TZVPD basis set", "elements": ["C", "O", "N", "N", "H", "H", "H", "H", "C", "O", "N", "N", "H", "H", "H", "H", "C", "O", "N", "N", "H", "H", "H", "H", "C", "O", "N", "N", "H", "H", "H", "H", "C", "O", "N", "N", "H", "H", "H", "H", "C", "O", "N", "N", "H", "H", "H", "H", "C", "O", "N", "N", "H", "H", "H", "H", "C", "O", "N", "N", "H", "H", "H", "H", "C", "O", "N", "N", "H", "H", "H", "H", "C", "O", "N", "N", "H", "H", "H", "H"], "xyz": [[7.9250, 15.3589, 4.8497], [7.5962, 14.5318, 5.7036], [8.8420, 16.3142, 5.0996], [7.4299, 15.2883, 3.5837], [9.1770, 16.3220, 6.0549], [8.7982, 17.1693, 4.5681], [6.6753, 14.6449, 3.4388], [7.7188, 15.9412, 2.8807], [14.3587, 16.0338, 10.8690], [13.2081, 16.4425, 10.6597], [14.6088, 14.9836, 11.6787], [15.4019, 16.7542, 10.4010], [13.7925, 14.4758, 11.9725], [15.4979, 14.5269, 11.7631], [15.1139, 17.6019, 9.9471], [16.3237, 16.6827, 10.7901], [10.0164, 20.3879, 4.7545], [9.4916, 19.3315, 4.4252], [10.0753, 21.5008, 3.9575], [10.6185, 20.5545, 5.9638], [9.6694, 21.5326, 3.0410], [10.3061, 22.3999, 4.3397], [11.1268, 21.3910, 6.1740], [10.6065, 19.7520, 6.5710], [6.9240, 16.0654, 8.6529], [6.9355, 16.7715, 9.6597], [7.9706, 15.2527, 8.3377], [5.9256, 16.0953, 7.7387], [8.0626, 14.6879, 7.4951], [8.6512, 15.2537, 9.0756], [5.9523, 15.5150, 6.9178], [5.1877, 16.7733, 7.7981], [14.1266, 21.3768, 8.5318], [12.9207, 21.3264, 8.6785], [14.9259, 22.2403, 9.2476], [14.8546, 20.6439, 7.6224], [15.9010, 22.3587, 9.0532], [14.4683, 22.8904, 9.8602], [15.8052, 20.8707, 7.4020], [14.3571, 20.0032, 7.0103], [6.1391, 19.0322, 6.0185], [4.9957, 19.0299, 6.4395], [7.2057, 18.5022, 6.6682], [6.5283, 19.5080, 4.7898], [7.1842, 18.1082, 7.5922], [8.1377, 18.5970, 6.3024], [7.4957, 19.6285, 4.5476], [5.8146, 19.9219, 4.2191], [16.0137, 15.7809, 7.4831], [15.8154, 14.5967, 7.6814], [17.2800, 16.3171, 7.4556], [15.0170, 16.6973, 7.3036], [17.4376, 17.2179, 7.0459], [18.0507, 15.7113, 7.6638], [15.1465, 17.6446, 6.9995], [14.1077, 16.2686, 7.2378], [13.4011, 18.7711, 4.5266], [13.4664, 19.1188, 5.7053], [12.4977, 17.8518, 4.1213], [14.3260, 19.1423, 3.5872], [12.4953, 17.4993, 3.1843], [11.8615, 17.5365, 4.8357], [14.2174, 18.8461, 2.6360], [14.9792, 19.8587, 3.8403], [9.3322, 20.0833, 10.5402], [8.4543, 20.9255, 10.4359], [9.0616, 18.7487, 10.5920], [10.6750, 20.3895, 10.4299], [8.1023, 18.4466, 10.6162], [9.7847, 18.0821, 10.4040], [10.7911, 21.3159, 10.0535], [11.4211, 19.7590, 10.1969], [11.0375, 17.3663, 8.0844], [10.0228, 17.6438, 7.4434], [12.1371, 18.1565, 8.0409], [11.2406, 16.2484, 8.8224], [12.9890, 17.8366, 8.4727], [12.2538, 19.0498, 7.5988], [12.0369, 16.2140, 9.4677], [10.6073, 15.4729, 8.7945]], "gap_ev": 8.035, "largest_force_ev_per_a": 1.83, "homo_energy_ha": -0.3075, "e_above_lowest_kcal_mol": 0.00, "smiles": "NC(N)=O.NC(N)=O.NC(N)=O.NC(N)=O.NC(N)=O.NC(N)=O.NC(N)=O.NC(N)=O.NC(N)=O.NC(N)=O"}

=====

(5)
{"formula": "C2H9NSi", "method": "ωB97M-V with the def2-TZVPD basis set", "elements": ["C", "C", "N", "Si", "H", "H", "H", "H", "H", "H", "H", "H", "H"], "xyz": [[-2.0486, 0.0888, 0.1387], [2.1286, 0.3943, -0.0727], [-0.6383, 0.4319, 0.4661], [0.6340, -0.6532, 0.1555], [-2.5668, -0.3590, 0.9010], [-2.4643, 1.0404, -0.1045], [-2.0827, -0.4547, -0.7568], [2.0273, 1.2070, 0.5581], [2.9006, -0.3034, 0.3067], [2.4539, 0.5804, -1.0564], [-0.5291, 1.4163, 0.3080], [-0.5655, -1.7558, -2.0781], [0.7508, -1.6331, 1.2345]], "gap_ev": [8.128, 7.470], "largest_force_ev_per_a": 3.60, "homo_energy_ha": [-0.3053, -0.2816], "e_above_lowest_kcal_mol": 98.15}

=====

(6)
{"formula": "C5H6Br2S", "method": "ωB97M-V with the def2-TZVPD basis set", "elements": ["C", "C", "C", "C", "C", "S", "Br", "Br", "H", "H", "H", "H", "H", "H"], "xyz": [[-0.2050, 0.0463, 1.9854], [0.5130, 1.1304, 1.8778], [0.3260, 0.9070, -0.8118], [-0.6885, -0.1816, -0.5476], [-0.2814, -1.5433, -0.9978], [0.5019, 2.1939, 0.4707], [2.2093, 0.2971, -1.1340], [-2.4482, 0.4836, -0.9937], [-0.3600, -0.8487, 2.5542], [0.7754, 1.5885, 2.8034], [0.2449, 1.6079, -1.6372], [-1.2020, -2.1936, -1.1986], [0.4651, -2.0063, -0.2989], [0.1496, -1.4813, -2.0719]], "gap_ev": 7.752, "largest_force_ev_per_a": 3.70, "homo_energy_ha": -0.3068, "e_above_lowest_kcal_mol": 80.85}